{"formula": "C50H126N8O18", "method": "ωB97M-V/def2-TZVPD", "lumo_ev": 0.65, "homo_energy_ev": -8.32, "charge": 0, "smiles": "COCCNCCOC.COCCNCCOC.COCCNCCOC.COCCNCCOC.COCCNCCOC.COCCNCCOC.COCCNCCOC.COCCNCCOC.OCCO", "fmax_ev_per_a": 3.26, "energy_ha": -3772.47300, "symbols": ["C", "O", "C", "C", "N", "C", "C", "O", "C", "H", "H", "H", "H", "H", "H", "H", "H", "H", "H", "H", "H", "H", "H", "H", "C", "O", "C", "C", "N", "C", "C", "O", "C", "H", "H", "H", "H", "H", "H", "H", "H", "H", "H", "H", "H", "H", "H", "H", "C", "O", "C", "C", "N", "C", "C", "O", "C", "H", "H", "H", "H", "H", "H", "H", "H", "H", "H", "H", "H", "H", "H", "H", "C", "O", "C", "C", "N", "C", "C", "O", "C", "H", "H", "H", "H", "H", "H", "H", "H", "H", "H", "H", "H", "H", "H", "H", "C", "O", "C", "C", "N", "C", "C", "O", "C", "H", "H", "H", "H", "H", "H", "H", "H", "H", "H", "H", "H", "H", "H", "H", "C", "O", "C", "C", "N", "C", "C", "O", "C", "H", "H", "H", "H", "H", "H", "H", "H", "H", "H", "H", "H", "H", "H", "H", "C", "O", "C", "C", "N", "C", "C", "O", "C", "H", "H", "H", "H", "H", "H", "H", "H", "H", "H", "H", "H", "H", "H", "H", "C", "O", "C", "C", "N", "C", "C", "O", "C", "H", "H", "H", "H", "H", "H", "H", "H", "H", "H", "H", "H", "H", "H", "H", "O", "C", "C", "O", "H", "H", "H", "H", "H", "H"], "coordinates": [[-0.927, 1.603, 8.621], [-1.915, 1.051, 7.746], [-2.324, -0.233, 8.098], [-3.212, -0.917, 7.075], [-2.777, -0.829, 5.705], [-3.664, -1.464, 4.792], [-3.054, -1.448, 3.368], [-3.176, -0.143, 2.924], [-2.578, 0.184, 1.703], [-0.008, 1.011, 8.611], [-1.306, 1.704, 9.631], [-0.754, 2.623, 8.231], [-2.955, -0.171, 8.994], [-1.437, -0.876, 8.156], [-4.286, -0.502, 7.148], [-3.310, -1.903, 7.499], [-2.693, 0.140, 5.400], [-4.620, -0.958, 4.711], [-3.820, -2.494, 5.035], [-3.568, -2.245, 2.806], [-1.965, -1.675, 3.364], [-1.581, -0.203, 1.723], [-2.682, 1.267, 1.562], [-3.079, -0.253, 0.838], [-2.657, 6.873, -8.260], [-2.366, 5.765, -7.425], [-3.481, 4.887, -7.413], [-3.202, 3.764, -6.338], [-2.760, 4.411, -5.108], [-2.038, 3.622, -4.145], [-2.997, 3.223, -2.961], [-2.794, 1.860, -2.418], [-3.267, 0.852, -3.253], [-1.752, 7.527, -8.255], [-3.603, 7.341, -8.050], [-2.852, 6.576, -9.359], [-3.599, 4.406, -8.434], [-4.404, 5.456, -7.143], [-2.438, 3.110, -6.781], [-4.139, 3.190, -6.251], [-2.262, 5.244, -5.365], [-1.266, 4.235, -3.648], [-1.689, 2.666, -4.583], [-4.010, 3.178, -3.361], [-2.995, 3.798, -2.000], [-4.254, 1.127, -3.642], [-3.426, -0.052, -2.639], [-2.612, 0.632, -4.051], [4.486, 6.579, -2.738], [5.005, 5.281, -2.921], [4.584, 4.350, -1.930], [3.126, 3.914, -2.023], [2.945, 3.307, -3.334], [1.557, 3.374, -3.774], [1.434, 3.123, -5.199], [2.194, 4.076, -5.873], [2.405, 3.733, -7.233], [4.982, 7.319, -3.391], [4.538, 6.840, -1.647], [3.469, 6.500, -3.093], [4.713, 4.778, -0.986], [5.278, 3.499, -2.028], [2.447, 4.754, -1.877], [2.846, 3.234, -1.231], [3.517, 3.832, -4.016], [1.100, 4.424, -3.644], [0.974, 2.695, -3.143], [0.417, 3.101, -5.613], [1.849, 2.086, -5.451], [2.559, 2.664, -7.376], [3.160, 4.421, -7.602], [1.476, 3.914, -7.817], [-1.027, -9.053, 3.884], [-1.112, -7.788, 4.446], [-1.222, -7.693, 5.820], [-1.585, -6.264, 6.159], [-0.673, -5.313, 5.618], [-1.059, -3.923, 5.813], [0.038, -2.932, 5.203], [-0.013, -3.015, 3.787], [0.980, -2.309, 3.129], [-0.208, -9.617, 4.359], [-0.754, -8.971, 2.819], [-1.890, -9.720, 3.939], [-0.287, -7.924, 6.329], [-1.865, -8.407, 6.388], [-1.653, -6.142, 7.225], [-2.708, -6.094, 5.829], [-0.489, -5.504, 4.646], [-1.078, -3.624, 6.831], [-2.028, -3.683, 5.369], [0.983, -3.306, 5.717], [-0.251, -1.949, 5.496], [0.748, -2.307, 2.069], [2.076, -2.682, 3.294], [1.055, -1.242, 3.477], [0.921, -4.666, -2.833], [0.568, -4.717, -1.452], [0.547, -6.016, -0.877], [1.940, -6.588, -0.796], [2.841, -5.913, 0.184], [4.172, -5.554, -0.409], [4.942, -4.807, 0.635], [4.174, -3.685, 0.994], [4.907, -2.857, 1.899], [1.127, -3.624, -3.016], [0.054, -4.895, -3.427], [1.696, -5.265, -3.249], [-0.205, -6.646, -1.423], [0.116, -5.862, 0.115], [2.363, -6.560, -1.807], [2.006, -7.665, -0.545], [2.521, -5.158, 0.767], [3.952, -4.818, -1.237], [4.576, -6.420, -0.895], [5.977, -4.572, 0.414], [5.009, -5.443, 1.586], [5.940, -2.512, 1.437], [5.093, -3.314, 2.917], [4.389, -1.925, 2.059], [6.284, -2.297, -3.939], [5.776, -0.991, -4.137], [5.374, -0.256, -2.954], [3.930, -0.355, -2.491], [3.690, 0.584, -1.420], [4.363, 0.116, -0.169], [3.835, 0.791, 1.038], [4.387, 0.196, 2.224], [3.696, 0.585, 3.389], [6.048, -2.823, -2.961], [7.349, -2.200, -3.947], [5.926, -2.833, -4.805], [5.474, 0.792, -3.221], [6.138, -0.423, -2.178], [3.482, -1.311, -2.243], [3.373, 0.017, -3.314], [4.052, 1.449, -1.772], [5.501, 0.161, -0.164], [3.952, -0.913, -0.099], [2.731, 0.590, 1.086], [3.963, 1.897, 0.932], [4.220, 1.268, 4.054], [3.502, -0.387, 3.849], [2.781, 1.089, 3.184], [-2.799, 4.171, 1.874], [-1.380, 4.047, 1.946], [-0.688, 3.798, 0.781], [0.755, 3.577, 1.050], [1.288, 4.861, 1.579], [2.645, 4.556, 1.955], [3.256, 5.783, 2.595], [2.895, 5.775, 3.978], [3.452, 6.842, 4.691], [-2.997, 4.881, 1.023], [-3.177, 4.486, 2.822], [-3.264, 3.205, 1.626], [-0.695, 4.749, 0.201], [-1.187, 2.989, 0.235], [1.229, 3.429, 0.099], [0.836, 2.697, 1.773], [0.896, 5.100, 2.466], [3.235, 4.214, 1.125], [2.678, 3.782, 2.765], [2.845, 6.684, 2.036], [4.324, 5.879, 2.380], [3.232, 7.782, 4.135], [4.561, 6.765, 4.750], [2.942, 6.951, 5.623], [-6.313, 0.986, 1.000], [-5.647, -0.211, 0.674], [-6.429, -1.385, 0.720], [-5.767, -2.456, -0.047], [-5.772, -2.196, -1.484], [-5.168, -3.238, -2.316], [-5.312, -2.792, -3.768], [-4.297, -3.406, -4.522], [-4.296, -3.183, -5.911], [-6.163, 1.753, 0.217], [-5.874, 1.412, 2.013], [-7.358, 0.855, 1.108], [-7.424, -1.258, 0.218], [-6.530, -1.654, 1.742], [-6.323, -3.384, 0.205], [-4.777, -2.582, 0.401], [-5.315, -1.322, -1.645], [-5.609, -4.207, -2.186], [-4.068, -3.293, -2.157], [-5.282, -1.706, -3.806], [-6.263, -3.010, -4.210], [-5.258, -3.515, -6.320], [-3.499, -3.636, -6.464], [-4.212, -2.068, -6.134], [1.374, -1.780, -0.632], [0.060, -1.249, -0.937], [0.031, 0.266, -0.661], [0.999, 0.960, -1.359], [1.330, -2.785, -0.718], [-0.186, -1.440, -2.006], [-0.726, -1.676, -0.333], [0.274, 0.405, 0.417], [-0.940, 0.620, -1.001], [1.919, 0.614, -1.156]], "forces_ev_per_a": [[-0.61, 0.51, -1.04], [0.24, 0.68, -0.21], [-0.10, -0.28, -0.42], [-2.07, 2.10, 0.09], [0.90, -0.08, 0.63], [0.83, -0.15, -1.83], [0.61, -0.60, 1.02], [-1.29, 1.04, -0.15], [-0.71, -0.04, -0.27], [0.01, 0.01, 0.00], [-0.11, -0.16, 0.39], [0.19, -0.57, 0.22], [0.58, -0.38, 0.41], [0.07, -0.01, 0.69], [1.12, -0.27, 0.12], [0.12, -0.90, -0.53], [0.19, -0.10, 0.46], [-0.60, 0.08, 0.07], [-0.18, -0.66, 0.51], [-0.10, 0.51, -0.54], [-0.55, -0.39, 0.32], [1.10, 0.25, -0.19], [0.56, -0.29, 0.23], [-0.28, -0.32, 0.00], [1.09, -0.49, -2.12], [-0.81, 0.26, -0.55], [0.00, -1.13, 0.38], [-0.17, 1.19, -1.04], [-0.48, 0.05, -0.47], [-0.86, -0.31, 1.79], [-0.25, -1.86, 0.81], [0.56, 1.35, -0.13], [-1.31, -0.20, 1.18], [-1.05, -0.25, 0.16], [-0.20, 0.62, 0.91], [0.69, -0.06, 1.33], [-0.05, 0.51, 1.03], [0.50, -0.37, -0.21], [0.08, -0.14, 0.20], [0.32, 0.10, 0.30], [0.24, 0.16, -0.03], [0.17, -0.51, -0.77], [0.37, 0.51, 0.27], [-0.22, 0.50, -0.04], [0.31, 0.15, -1.29], [-0.07, -0.04, -0.24], [0.29, 0.24, -0.22], [0.84, -0.35, -1.11], [-0.35, -0.27, 0.32], [0.70, -0.46, -0.09], [-0.07, -0.50, -0.95], [0.48, 0.14, -1.12], [-0.08, 0.37, -0.49], [-0.75, 1.50, 1.81], [0.28, -2.55, -2.01], [0.65, 0.19, -0.69], [-1.48, 0.69, -0.06], [0.19, -0.55, 0.50], [-0.12, 0.20, -0.92], [-0.73, 0.67, 0.29], [0.50, 0.78, 1.80], [-0.36, 0.15, -0.03], [-0.03, 0.52, -0.04], [0.24, -0.52, 0.27], [-0.40, -0.30, 0.51], [0.64, -0.97, 0.26], [-0.09, -0.03, -0.27], [-0.16, 0.21, 0.45], [-0.30, 0.94, 0.35], [0.81, -0.02, 0.15], [0.29, -0.44, -0.16], [0.25, 0.18, 0.22], [1.35, -1.17, -0.39], [-0.91, 0.17, -0.79], [0.32, 0.02, 1.93], [-2.65, -0.03, -0.63], [0.45, 0.57, 0.33], [1.42, 0.90, -2.15], [-0.90, -2.63, 0.87], [0.27, -0.80, 0.70], [2.27, 1.03, 0.41], [0.00, 0.03, -0.04], [-0.20, 0.27, 0.42], [-0.54, 0.48, 0.29], [0.84, 0.11, -0.31], [-0.54, 0.30, -1.12], [0.24, -0.06, 0.69], [1.69, -0.18, 0.15], [-0.06, 0.07, -0.24], [-0.17, -0.20, 1.30], [-0.15, 0.01, -0.06], [-0.56, 0.74, -1.16], [0.08, 0.99, 0.40], [0.13, -0.06, -0.16], [-1.84, 0.05, -0.27], [-0.39, -0.59, -0.24], [-1.47, 1.07, 0.23], [0.79, -0.13, -0.27], [-0.85, -0.05, 0.07], [0.99, -0.36, 0.88], [1.13, -0.93, -1.16], [-2.70, 1.55, -0.52], [0.04, -1.77, 2.19], [0.86, 1.04, 0.39], [1.70, 0.35, -0.22], [0.35, 0.37, -0.18], [-0.71, -0.23, -0.31], [1.05, -0.65, 0.49], [0.86, 0.16, 0.19], [0.14, -0.07, 0.07], [0.19, 0.30, 0.12], [-0.75, 0.34, -0.08], [-0.64, 0.19, -0.40], [0.48, -0.45, 0.38], [0.76, -0.49, 0.29], [0.16, 0.37, -0.61], [0.00, 0.35, -1.12], [-1.76, -0.93, 0.81], [-0.14, 0.01, -1.14], [-0.44, 0.01, -0.09], [-0.37, 0.20, 0.87], [-1.28, 0.64, 1.19], [1.34, -0.55, -0.54], [-0.01, -0.30, -0.44], [0.82, -0.62, 1.49], [0.25, -1.01, -0.89], [-1.47, 0.60, 0.72], [0.32, 1.47, -1.22], [0.28, -1.09, 0.31], [-0.35, 0.74, -1.06], [0.94, -0.33, -0.18], [0.11, -0.68, 0.02], [0.19, 0.22, -0.25], [-0.37, -0.23, 0.08], [0.45, -0.39, 0.18], [-0.79, 0.22, -0.98], [0.05, 0.89, 0.21], [-1.30, -0.25, -0.16], [1.00, 0.16, 0.03], [0.64, 0.40, -0.21], [0.16, -0.50, 0.61], [0.64, -0.14, -0.01], [-0.25, 0.43, 0.73], [-1.02, 0.18, -0.43], [1.17, -0.15, -2.24], [-0.64, -0.08, 2.42], [-1.03, 0.88, -1.54], [-0.98, 0.35, 1.72], [0.77, -1.76, -0.71], [0.73, 0.46, 1.62], [-0.39, 1.08, -0.86], [0.29, -0.28, -0.73], [0.40, 1.19, -1.56], [-0.39, -0.34, 0.92], [-0.08, 0.49, 0.50], [0.05, 0.15, -0.04], [-0.34, -0.53, -0.37], [0.30, -0.08, -0.28], [0.41, -0.61, -0.29], [0.40, 0.88, -0.87], [-1.16, 0.08, 0.40], [0.22, -0.14, -0.58], [0.11, 0.09, -0.65], [0.05, -0.67, 0.91], [0.35, -0.39, 0.71], [0.24, -0.25, 0.27], [-0.60, -0.07, 0.35], [0.03, -0.31, 0.83], [1.98, 1.29, 1.59], [0.05, 0.31, -0.74], [-1.09, 1.09, -1.07], [0.32, -1.22, 0.00], [-0.67, -1.12, 0.66], [1.00, 1.51, -0.54], [0.26, -0.05, -0.21], [1.22, -0.52, -0.06], [-1.55, 2.29, 0.10], [0.16, -0.40, 0.27], [-0.89, -0.78, -1.88], [-1.17, -0.27, 0.23], [0.47, 0.32, 0.65], [-0.44, -0.54, 1.10], [0.25, 0.31, -0.50], [0.46, -0.16, -0.25], [0.33, 0.53, -0.13], [-0.32, -0.42, 0.41], [-0.42, -0.34, 0.12], [0.53, 0.51, -0.08], [-0.95, -0.54, -0.10], [0.09, -0.02, -0.22], [0.60, -0.69, 0.38], [-0.16, -1.06, 0.26], [-0.86, -1.37, -0.10], [0.61, 0.48, -0.73], [0.86, -1.37, 0.50], [1.11, 0.37, -0.75], [-0.03, 1.73, 0.16], [0.16, 0.14, 0.49], [-0.23, -0.55, 0.40], [-0.91, -0.05, -0.18], [-0.23, 0.27, 0.50], [-0.70, 0.47, -0.43]], "mulliken_charge": [-0.7376, -0.2956, -0.4918, -0.8301, 0.3628, -1.6853, 0.6314, -0.4290, 0.5893, 0.3035, 0.2952, 0.2313, 0.3587, 0.2988, 0.3998, 0.3167, 0.1189, 0.6258, 0.6034, 0.0907, -0.4212, 0.2043, -0.5916, 0.1184, -0.7580, -0.2428, -0.6357, -0.5304, -0.3432, 0.3515, -0.8625, 0.2660, -1.0045, 0.2216, 0.3339, 0.2713, 0.3582, 0.3896, 0.2777, 0.2819, 0.3310, 0.0291, 0.0845, 0.4122, -0.0080, 0.4757, -0.1003, 0.4080, -0.5504, -0.4489, -1.1209, 0.6959, 0.1773, -0.1150, -0.5649, -0.3029, -0.7267, 0.2450, 0.2406, 0.2108, 0.7088, 0.0635, 0.9904, -1.2656, 0.4266, 0.0712, 0.0094, 0.3757, 0.2344, 0.3278, 0.2648, 0.2157, -0.7826, -0.2295, -0.6010, -0.5800, -0.1682, -0.8264, -0.9956, -0.1530, -0.7185, 0.3265, 0.1940, 0.2991, 0.3503, 0.4137, 0.3520, 0.2234, 0.2821, 0.4238, 0.3554, 0.4133, 0.5765, 0.1143, 0.3486, 0.2246, -0.8726, -0.0504, -0.6359, -0.6855, -0.2883, -0.3503, -0.8980, 0.1947, -0.1882, 0.2142, 0.3250, 0.3866, 0.2797, 0.2965, 0.3134, 0.3638, 0.2428, 0.1295, 0.5284, 0.4112, 0.3279, 0.3053, 0.3636, -0.5541, -0.5818, -0.4415, -0.4759, -0.3124, 0.9113, -0.3602, 0.8457, -0.5094, -0.5773, 0.1479, 0.2990, 0.2784, -0.0257, 0.4421, 0.2127, 0.2993, -0.8197, 0.2241, -0.1280, -0.3766, 0.0842, 0.2514, 0.2840, 0.1377, -0.3164, -0.3681, -0.4322, 1.3071, -0.4056, 0.6999, -1.0584, -0.2656, -0.7813, 0.2882, 0.2351, -0.0940, 0.3098, 0.0835, -0.9272, -0.1379, 0.3902, -0.2630, -0.0030, 0.3405, 0.5507, 0.3111, 0.2829, 0.2586, -0.7791, -0.0025, -0.7201, -0.6934, -0.3240, -0.4380, -0.3978, -0.2622, -0.7091, 0.1994, 0.1729, 0.3792, 0.4559, 0.3516, 0.3839, 0.2971, 0.2357, 0.4156, 0.1336, 0.1793, 0.3801, 0.2888, 0.2687, 0.2389, 0.2063, -0.6377, 0.0894, 0.1356, -0.2578, 0.1961, 0.5304, -0.2275, 0.0908, -0.2320]}